1.
ORCA calculation (wB97M-V/def2-TZVPD) on a 8-piece molecular cluster, C39H91N3O8 overall at a distorted geometry.

Calculated values
* total charge: 0
* HOMO energy: -0.3146 hartree
* orbital gap: 0.3342 hartree
* structure (SMILES): CC1(C)CCCC(C)(C)N1O.CC1(C)CCCC(C)(C)N1O.CC1(C)CCCC(C)(C)N1O.CC(C)O.CC(C)O.CCO.CCO.CCO

Element x y z (Å)
1 C -5.735 -1.595 1.433
2 C -4.589 -1.724 0.417
3 C -4.159 -3.153 0.291
4 O -4.991 -1.312 -0.906
5 H -6.036 -0.543 1.574
6 H -5.395 -2.141 2.347
7 H -6.604 -2.167 1.120
8 H -3.701 -1.149 0.771
9 H -4.004 -3.484 1.352
10 H -3.292 -3.334 -0.346
11 H -5.023 -3.743 -0.013
12 H -5.268 -0.349 -0.894
13 C -0.886 0.970 -0.810
14 C -1.963 1.911 -1.409
15 C -2.804 1.035 -2.335
16 O -2.842 2.512 -0.378
17 H -0.374 1.449 -0.028
18 H -0.195 0.604 -1.590
19 H -1.328 0.068 -0.454
20 H -1.471 2.695 -1.970
21 H -2.411 0.902 -3.345
22 H -3.780 1.501 -2.438
23 H -3.025 0.055 -1.918
24 H -2.359 2.616 0.463
25 C -0.422 -4.619 -0.741
26 C 0.580 -5.051 -1.811
27 C -0.137 -5.745 -3.006
28 C -0.782 -4.719 -4.026
29 C 0.213 -3.753 -4.478
30 C 0.779 -2.997 -3.315
31 N 1.423 -4.003 -2.380
32 O 1.933 -3.088 -1.352
33 C 2.018 -2.159 -3.842
34 C -0.118 -1.960 -2.675
35 C 1.541 -6.007 -1.125
36 H -0.897 -5.549 -0.400
37 H -1.123 -3.999 -1.285
38 H 0.107 -4.035 -0.005
39 H 0.615 -6.368 -3.502
40 H -0.850 -6.456 -2.581
41 H -1.633 -4.232 -3.470
42 H -1.192 -5.201 -4.939
43 H -0.221 -2.974 -5.110
44 H 0.970 -4.265 -5.104
45 H 2.798 -2.811 -4.203
46 H 1.708 -1.534 -4.677
47 H 2.439 -1.585 -3.023
48 H -0.109 -1.174 -3.409
49 H -1.149 -2.339 -2.548
50 H 0.230 -1.630 -1.688
51 H 1.077 -6.992 -1.015
52 H 1.832 -5.606 -0.141
53 H 2.449 -6.087 -1.723
54 H 2.842 -3.317 -1.226
55 C 5.443 -1.825 2.036
56 C 4.058 -1.175 2.118
57 C 3.533 -1.048 0.755
58 C 2.039 -0.770 0.714
59 C 1.222 -1.689 1.613
60 C 1.769 -1.818 3.034
61 N 3.278 -2.048 2.935
62 O 3.817 -2.038 4.247
63 C 1.414 -0.585 3.885
64 C 1.187 -3.004 3.687
65 C 4.273 0.228 2.783
66 H 5.841 -1.857 3.047
67 H 6.030 -1.180 1.389
68 H 5.328 -2.827 1.626
69 H 4.081 -0.182 0.311
70 H 3.739 -1.898 0.076
71 H 1.699 -0.944 -0.312
72 H 1.858 0.222 1.052
73 H 1.161 -2.716 1.310
74 H 0.190 -1.321 1.693
75 H 1.836 -0.723 4.899
76 H 1.619 0.390 3.442
77 H 0.311 -0.623 4.085
78 H 1.499 -3.026 4.784
79 H 0.123 -3.068 3.636
80 H 1.642 -3.884 3.295
81 H 3.394 0.882 2.669
82 H 5.162 0.596 2.312
83 H 4.517 0.169 3.831
84 H 4.423 -2.854 4.235
85 C 1.769 5.994 2.255
86 C 1.321 4.585 1.974
87 C -0.086 4.464 1.267
88 C 0.077 4.924 -0.135
89 C 1.066 4.027 -0.970
90 C 2.436 4.065 -0.317
91 N 2.238 3.752 1.165
92 O 3.488 3.774 1.806
93 C 3.320 2.866 -0.806
94 C 3.100 5.462 -0.541
95 C 1.222 3.870 3.342
96 H 2.778 5.889 2.537
97 H 1.189 6.328 3.059
98 H 1.675 6.660 1.366
99 H -0.467 3.456 1.235
100 H -0.726 5.083 1.926
101 H 0.472 5.923 -0.218
102 H -0.874 4.865 -0.735
103 H 1.272 4.504 -1.900
104 H 0.673 3.035 -1.131
105 H 3.273 2.942 -1.899
106 H 4.391 2.867 -0.475
107 H 2.784 2.055 -0.380
108 H 2.531 6.315 -0.180
109 H 4.092 5.457 -0.062
110 H 3.260 5.506 -1.604
111 H 0.962 2.794 3.203
112 H 0.537 4.341 4.028
113 H 2.242 3.996 3.859
114 H 3.570 2.916 2.175
115 C -3.010 0.371 3.665
116 C -1.949 0.973 2.714
117 O -2.207 2.280 2.384
118 H -2.868 0.819 4.593
119 H -2.912 -0.714 3.776
120 H -3.965 0.588 3.286
121 H -2.065 0.474 1.788
122 H -0.973 0.901 3.113
123 H -2.071 2.843 3.172
124 C 1.064 1.825 -4.205
125 C 1.143 1.145 -5.589
126 O 0.017 0.318 -5.783
127 H 1.021 1.064 -3.410
128 H 0.141 2.408 -4.112
129 H 1.972 2.464 -4.134
130 H 2.063 0.515 -5.693
131 H 1.199 1.952 -6.349
132 H -0.624 0.811 -6.298
133 C -7.756 1.654 0.578
134 C -6.283 1.831 0.986
135 O -5.506 1.373 -0.118
136 H -8.079 2.249 -0.324
137 H -8.383 1.890 1.420
138 H -7.857 0.597 0.278
139 H -6.093 1.217 1.884
140 H -6.135 2.864 1.338
141 H -4.638 1.817 -0.129



2.
ORCA calculation (wB97M-V/def2-TZVPD) on a 7-piece molecular cluster, C39H91N5O9 overall at a distorted geometry.

Calculated values
* total charge: 0
* relative energy (zero: lowest compared OMol25 entry of this formula, charge and spin): 108.7 kcal/mol
* HOMO energy: -0.3088 hartree
* orbital gap: 0.3209 hartree
* structure (SMILES): CC1(C)CCCC(C)(C)N1O.CC1(C)CCCC(C)(C)N1O.CC1(C)CCCC(C)(C)N1O.COC[C@H](C)N.COC[C@H](C)N.OCCO.OCCO

Element x y z (Å)
1 C 0.415 2.881 -7.154
2 C -0.890 3.436 -6.613
3 C -1.853 3.860 -7.722
4 O -3.107 4.311 -7.368
5 C -3.280 5.475 -6.636
6 N -1.405 2.337 -5.792
7 H 1.078 2.614 -6.331
8 H 0.997 3.671 -7.628
9 H 0.346 2.103 -7.915
10 H -0.633 4.302 -6.002
11 H -2.181 2.949 -8.223
12 H -1.239 4.396 -8.445
13 H -4.329 5.435 -6.342
14 H -3.051 6.313 -7.293
15 H -2.823 5.504 -5.646
16 H -2.176 2.757 -5.292
17 H -2.042 1.782 -6.346
18 C -0.517 -9.300 -3.492
19 C -0.245 -10.708 -2.783
20 C -1.202 -11.749 -3.316
21 O -1.222 -11.865 -4.698
22 C -2.288 -12.649 -5.170
23 N 1.156 -11.133 -3.140
24 H 0.150 -8.511 -3.144
25 H -1.553 -8.961 -3.489
26 H -0.184 -9.394 -4.526
27 H -0.340 -10.530 -1.712
28 H -2.033 -11.211 -2.859
29 H -1.144 -12.752 -2.895
30 H -3.013 -13.134 -4.517
31 H -1.909 -13.486 -5.756
32 H -2.894 -12.109 -5.898
33 H 1.867 -10.424 -3.033
34 H 1.234 -11.408 -4.109
35 C 1.728 0.131 0.211
36 C 1.375 -1.188 -0.465
37 O 2.532 -2.085 -0.375
38 O 2.706 0.902 -0.508
39 H 1.970 -0.176 1.228
40 H 0.901 0.826 0.357
41 H 1.038 -0.936 -1.471
42 H 0.455 -1.626 -0.077
43 H 2.272 -2.919 0.025
44 H 2.789 0.490 -1.371
45 C 7.323 -8.484 -0.112
46 C 7.428 -9.757 -0.978
47 O 7.291 -9.550 -2.383
48 O 6.119 -7.805 -0.486
49 H 8.208 -7.884 -0.322
50 H 7.205 -8.734 0.943
51 H 6.781 -10.471 -0.467
52 H 8.381 -10.192 -0.677
53 H 7.453 -10.410 -2.777
54 H 6.004 -7.776 -1.438
55 C -4.652 6.625 5.433
56 C -4.278 6.509 3.982
57 C -3.248 5.279 3.638
58 C -3.893 3.878 3.425
59 C -4.924 4.041 2.360
60 C -5.938 5.093 2.732
61 N -5.309 6.413 3.017
62 O -6.146 7.496 3.158
63 C -6.760 5.342 1.468
64 C -6.947 4.635 3.910
65 C -3.444 7.847 3.719
66 H -5.569 7.115 5.759
67 H -3.962 7.098 6.132
68 H -4.545 5.694 5.991
69 H -2.475 5.579 2.931
70 H -2.496 4.983 4.370
71 H -4.334 3.410 4.305
72 H -3.330 2.966 3.227
73 H -5.425 3.087 2.192
74 H -4.407 4.360 1.455
75 H -7.549 6.081 1.608
76 H -6.271 5.685 0.556
77 H -7.400 4.503 1.196
78 H -6.459 4.528 4.878
79 H -7.818 5.273 4.065
80 H -7.561 3.752 3.733
81 H -2.815 7.860 2.829
82 H -2.812 8.208 4.531
83 H -4.151 8.676 3.703
84 H -5.781 8.042 2.457
85 C 3.146 8.172 -4.968
86 C 2.665 9.244 -3.992
87 C 1.373 8.890 -3.251
88 C 1.602 7.891 -2.104
89 C 2.684 8.487 -1.120
90 C 3.987 8.781 -1.914
91 N 3.747 9.672 -3.060
92 O 4.968 9.973 -3.678
93 C 4.870 9.439 -0.844
94 C 4.788 7.507 -2.146
95 C 2.418 10.579 -4.752
96 H 4.228 8.222 -5.089
97 H 2.609 8.324 -5.904
98 H 2.987 7.180 -4.545
99 H 1.039 9.835 -2.822
100 H 0.736 8.481 -4.035
101 H 1.901 6.929 -2.521
102 H 0.689 7.731 -1.530
103 H 2.829 7.707 -0.373
104 H 2.288 9.329 -0.552
105 H 5.743 9.883 -1.321
106 H 4.422 10.294 -0.339
107 H 5.117 8.748 -0.038
108 H 5.358 7.044 -1.340
109 H 4.163 6.723 -2.572
110 H 5.416 7.737 -3.007
111 H 3.402 10.866 -5.124
112 H 1.876 11.352 -4.208
113 H 1.750 10.449 -5.603
114 H 5.343 10.770 -3.296
115 C -1.863 -7.394 4.854
116 C -1.041 -6.564 5.802
117 C -1.174 -7.195 7.193
118 C -0.204 -8.433 7.310
119 C 1.189 -8.013 7.097
120 C 1.383 -7.393 5.642
121 N 0.389 -6.279 5.538
122 O 0.603 -5.666 4.262
123 C 2.682 -6.768 5.769
124 C 1.368 -8.435 4.578
125 C -1.687 -5.154 5.960
126 H -1.649 -8.461 4.922
127 H -2.908 -7.189 5.086
128 H -1.743 -7.157 3.797
129 H -0.952 -6.467 7.973
130 H -2.145 -7.556 7.533
131 H -0.294 -8.811 8.329
132 H -0.582 -9.083 6.521
133 H 1.801 -8.914 7.144
134 H 1.388 -7.301 7.899
135 H 3.047 -6.704 4.745
136 H 3.543 -7.285 6.193
137 H 2.576 -5.838 6.328
138 H 1.966 -9.314 4.821
139 H 1.506 -8.107 3.548
140 H 0.354 -8.822 4.482
141 H -1.063 -4.532 6.601
142 H -1.745 -4.587 5.031
143 H -2.722 -5.260 6.288
144 H 0.880 -4.771 4.473



3.
ORCA calculation (wB97M-V/def2-TZVPD) on a 8-piece molecular cluster, C39H97O27P3 overall at a distorted geometry.

Calculated values
* total charge: 0
* HOMO energy: -0.3324 hartree
* orbital gap: 0.3512 hartree
* structure (SMILES): COP(=O)(OC)OC.COP(=O)(OC)OC.COP(=O)(OC)OC.COCCOCCOC.COCCOCCOC.COCCOCCOC.COCCOCCOC.COCCOCCOC

Element x y z (Å)
1 C 1.633 1.298 -3.227
2 O 0.194 1.471 -3.429
3 P -0.528 0.374 -4.346
4 O -1.995 0.515 -4.503
5 O 0.368 0.459 -5.712
6 C 0.147 1.523 -6.653
7 O -0.056 -1.064 -3.725
8 C -0.882 -2.202 -4.017
9 H 2.301 2.053 -3.642
10 H 2.026 0.319 -3.503
11 H 1.678 1.510 -2.158
12 H -0.803 2.020 -6.455
13 H 0.207 1.164 -7.681
14 H 1.016 2.172 -6.548
15 H -0.250 -3.003 -4.402
16 H -1.743 -2.036 -4.665
17 H -1.245 -2.533 -3.044
18 C -7.239 -4.903 -3.455
19 O -6.096 -4.661 -4.205
20 P -4.675 -4.236 -3.552
21 O -3.545 -4.227 -4.547
22 O -4.396 -5.267 -2.288
23 C -4.094 -6.606 -2.584
24 O -4.918 -2.856 -2.720
25 C -3.864 -2.259 -1.973
26 H -8.136 -4.409 -3.830
27 H -7.082 -4.538 -2.440
28 H -7.441 -5.974 -3.433
29 H -3.977 -7.181 -1.666
30 H -3.156 -6.655 -3.138
31 H -4.854 -7.099 -3.190
32 H -3.313 -1.568 -2.612
33 H -3.066 -2.903 -1.605
34 H -4.232 -1.726 -1.097
35 C -2.966 1.195 2.144
36 O -1.684 0.797 1.666
37 P -1.629 -0.131 0.333
38 O -2.139 -1.505 0.573
39 O -0.143 -0.024 -0.232
40 C 0.641 -1.145 -0.611
41 O -2.414 0.723 -0.835
42 C -1.966 2.108 -1.113
43 H -3.701 0.434 1.882
44 H -3.243 2.203 1.832
45 H -2.894 1.117 3.228
46 H 1.262 -0.754 -1.417
47 H 0.005 -1.942 -0.997
48 H 1.221 -1.641 0.167
49 H -2.225 2.464 -2.110
50 H -0.908 2.367 -1.068
51 H -2.496 2.812 -0.472
52 C 4.346 4.452 -1.087
53 O 3.442 5.475 -1.578
54 C 2.102 5.052 -1.693
55 C 1.365 4.741 -0.346
56 O 1.686 3.353 -0.001
57 C 1.527 2.978 1.360
58 C 0.155 3.386 2.014
59 O -0.111 4.796 2.107
60 C 0.672 5.536 3.088
61 H 5.384 4.625 -1.369
62 H 4.065 3.525 -1.587
63 H 4.048 4.424 -0.039
64 H 2.124 4.222 -2.399
65 H 1.508 5.794 -2.226
66 H 0.297 4.959 -0.366
67 H 1.911 5.396 0.331
68 H 2.293 3.458 1.970
69 H 1.729 1.908 1.414
70 H -0.078 2.917 2.970
71 H -0.674 3.011 1.413
72 H 0.522 5.070 4.062
73 H 0.328 6.570 3.117
74 H 1.756 5.479 2.990
75 C 4.522 -0.771 -1.426
76 O 4.357 -0.230 -2.742
77 C 5.227 0.833 -2.995
78 C 6.693 0.461 -3.344
79 O 7.477 -0.199 -2.309
80 C 7.862 0.651 -1.198
81 C 8.603 1.904 -1.587
82 O 7.732 3.030 -1.668
83 C 8.387 4.005 -2.444
84 H 5.378 -1.425 -1.263
85 H 3.686 -1.422 -1.170
86 H 4.475 0.024 -0.683
87 H 5.129 1.632 -2.261
88 H 4.942 1.343 -3.916
89 H 7.205 1.334 -3.749
90 H 6.642 -0.273 -4.149
91 H 8.561 0.012 -0.657
92 H 7.030 0.830 -0.517
93 H 9.060 1.650 -2.543
94 H 9.399 1.966 -0.845
95 H 7.704 4.836 -2.621
96 H 8.625 3.666 -3.452
97 H 9.346 4.391 -2.099
98 C -3.784 -5.852 3.710
99 O -3.591 -4.518 4.147
100 C -2.696 -3.755 3.359
101 C -2.375 -2.431 3.982
102 O -1.819 -2.637 5.328
103 C -1.702 -1.376 5.974
104 C -0.985 -1.521 7.285
105 O 0.323 -2.108 7.307
106 C 0.852 -2.347 8.529
107 H -4.544 -5.919 2.932
108 H -4.174 -6.463 4.523
109 H -2.829 -6.345 3.523
110 H -3.055 -3.523 2.357
111 H -1.807 -4.366 3.206
112 H -3.305 -1.869 4.072
113 H -1.693 -1.891 3.325
114 H -2.694 -0.993 6.214
115 H -1.105 -0.694 5.369
116 H -1.593 -2.162 7.924
117 H -0.881 -0.522 7.707
118 H 0.246 -3.132 8.982
119 H 0.906 -1.455 9.152
120 H 1.840 -2.766 8.338
121 C -7.717 -0.868 -2.269
122 O -8.420 -1.414 -3.378
123 C -7.738 -1.393 -4.621
124 C -8.020 -0.097 -5.381
125 O -7.708 1.054 -4.644
126 C -7.901 2.341 -5.268
127 C -7.050 3.455 -4.620
128 O -5.651 3.194 -4.737
129 C -5.051 2.303 -3.822
130 H -7.165 0.053 -2.454
131 H -6.997 -1.651 -2.032
132 H -8.311 -0.727 -1.365
133 H -7.977 -2.284 -5.202
134 H -6.675 -1.545 -4.434
135 H -9.074 -0.030 -5.649
136 H -7.495 -0.089 -6.336
137 H -8.923 2.663 -5.071
138 H -7.696 2.314 -6.338
139 H -7.313 3.399 -3.563
140 H -7.287 4.407 -5.094
141 H -5.273 1.249 -3.994
142 H -5.350 2.439 -2.783
143 H -4.006 2.551 -4.009
144 C 1.298 -0.894 3.176
145 O 2.591 -1.317 3.659
146 C 2.624 -1.746 5.015
147 C 3.994 -2.133 5.585
148 O 4.672 -0.970 5.930
149 C 6.063 -1.267 6.067
150 C 6.801 -0.118 6.862
151 O 8.184 -0.199 6.693
152 C 8.960 0.940 7.063
153 H 0.851 -0.161 3.847
154 H 0.627 -1.712 2.914
155 H 1.478 -0.426 2.209
156 H 2.020 -2.649 5.103
157 H 2.130 -1.012 5.651
158 H 4.501 -2.729 4.826
159 H 3.857 -2.744 6.477
160 H 6.535 -1.320 5.086
161 H 6.261 -2.222 6.555
162 H 6.607 -0.092 7.934
163 H 6.483 0.822 6.412
164 H 9.778 1.066 6.354
165 H 9.369 0.907 8.072
166 H 8.426 1.876 6.898



4.
ORCA calculation (wB97M-V/def2-TZVPD) on C3AuLi2O3 as an isolated structure at a distorted geometry.

Calculated values
* total charge: +2
* HOMO energy (alpha / beta): -0.5842 / -0.7099 hartree
* expectation value of S²: 3.7634
* orbital gap (alpha / beta): 0.2743 / 0.2442 hartree
* spin multiplicity: 4

Element x y z (Å)
1 O 2.362 0.533 -0.713
2 C 1.361 -0.200 -0.763
3 O 0.951 -0.872 -1.743
4 Au -0.770 -1.633 -1.303
5 Li 2.123 1.517 0.927
6 C 0.361 -0.009 0.438
7 C -0.791 0.183 0.862
8 O -1.957 -0.073 1.161
9 Li -3.642 0.555 1.134



5.
ORCA calculation (wB97M-V/def2-TZVPD) on C3Br3ClO as an isolated structure at a distorted geometry.

Calculated values
* total charge: 0
* relative energy (zero: lowest compared OMol25 entry of this formula, charge and spin): 70.2 kcal/mol
* HOMO energy: -0.3632 hartree
* orbital gap: 0.2656 hartree

Element x y z (Å)
1 C -0.217 1.537 1.026
2 C -0.959 1.881 0.085
3 C 0.732 -1.454 -0.510
4 O 0.301 -1.383 0.603
5 Cl -2.095 2.078 -1.155
6 Br 0.021 1.659 2.852
7 Br 2.482 -0.937 -1.109
8 Br -0.264 -3.380 -1.792



6.
ORCA calculation (wB97M-V/def2-TZVPD) on a 2-piece molecular cluster, C3BrClO overall at a distorted geometry.

Calculated values
* total charge: 0
* relative energy (zero: lowest compared OMol25 entry of this formula, charge and spin): 64.5 kcal/mol
* HOMO energy: -0.3214 hartree
* orbital gap: 0.2628 hartree

Element x y z (Å)
1 C -0.377 0.325 -0.666
2 C -0.558 0.434 1.504
3 C 0.523 -0.551 -0.847
4 O 1.429 -1.285 -0.741
5 Cl 0.767 -0.106 2.197
6 Br -1.784 1.183 -1.447



7.
ORCA calculation (wB97M-V/def2-TZVPD) on one molecule with the formula C3Cl2F4N2 at a distorted geometry.

Calculated values
* total charge: 0
* HOMO energy: -0.4190 hartree
* orbital gap: 0.4033 hartree
* structure (SMILES): FC(F)(Cl)C1(C(F)(F)Cl)N=N1

Element x y z (Å)
1 C -0.065 -0.306 -0.133
2 C -1.254 0.779 -0.105
3 C 1.271 0.115 0.524
4 N -0.098 -1.191 -1.231
5 N -0.389 -1.720 -0.172
6 F -1.535 1.189 -1.373
7 F -0.908 1.868 0.493
8 F 2.023 -0.982 0.505
9 F 1.209 0.515 1.784
10 Cl -2.620 0.041 0.645
11 Cl 2.168 1.252 -0.498



8.
ORCA calculation (wB97M-V/def2-TZVPD) on one molecule with the formula C3F5NO2 at a distorted geometry.

Calculated values
* total charge: 0
* relative energy (zero: lowest compared OMol25 entry of this formula, charge and spin): 0.0 kcal/mol
* HOMO energy: -0.4124 hartree
* orbital gap: 0.4332 hartree
* structure (SMILES): O=C(F)N1OC(F)(F)C1(F)F

Element x y z (Å)
1 C 0.748 -1.201 -1.161
2 C 0.197 1.027 0.055
3 C -0.916 0.520 1.097
4 N -0.249 -0.255 -0.765
5 O 1.723 -0.914 -1.787
6 O -1.052 -0.657 0.350
7 F 0.310 -2.447 -1.042
8 F -0.045 2.166 -0.504
9 F 1.440 0.877 0.376
10 F -0.545 0.184 2.365
11 F -2.082 1.230 1.147